# 1
{"formula": "C6H11N2P", "method": "ωB97M-V/def2-TZVPD", "gap_ev": 8.6, "total_charge": 0, "multiplicity": 1, "de_lowest_kcal_mol": 66.6, "species": ["C", "C", "C", "C", "C", "C", "N", "N", "P", "H", "H", "H", "H", "H", "H", "H", "H", "H", "H", "H"], "positions_angstrom": [[-1.46, 1.18, 0.39], [-0.11, -0.72, 0.14], [1.06, -0.16, -0.14], [-2.50, 1.93, 1.16], [-0.45, -2.16, -0.06], [1.76, 1.10, 0.07], [-1.11, 0.03, 0.75], [2.57, -1.52, -0.87], [2.13, -1.78, -2.32], [-1.06, 1.68, -0.50], [-2.62, 1.49, 2.15], [-3.45, 1.87, 0.63], [-2.23, 2.98, 1.24], [-1.27, -2.42, 0.60], [-0.74, -2.35, -1.09], [0.42, -2.78, 0.17], [2.02, 1.57, -0.88], [2.68, 0.92, 0.63], [1.13, 1.79, 0.65], [3.22, -2.63, -2.71]], "lowdin_charge": [-0.214, -0.381, -0.118, -0.068, -0.068, -0.107, 0.089, -0.381, 0.627, 0.130, 0.078, 0.079, 0.073, 0.075, 0.064, 0.061, 0.079, 0.080, 0.076, -0.172]}

=====

# 2
{"formula": "C6H11N2S", "method": "ωB97M-V/def2-TZVPD", "gap_ev": 9.2, "total_charge": 1, "multiplicity": 1, "de_lowest_kcal_mol": 68.6, "species": ["C", "C", "C", "C", "C", "C", "N", "N", "S", "H", "H", "H", "H", "H", "H", "H", "H", "H", "H", "H"], "positions_angstrom": [[-0.60, -1.79, -0.12], [0.72, -1.53, 0.20], [-0.29, 0.37, 0.02], [-0.85, 1.75, 0.18], [-2.64, -0.52, -0.48], [2.61, 0.78, 0.17], [-1.21, -0.61, -0.17], [0.88, -0.21, 0.18], [3.73, -0.40, -0.32], [-1.11, -2.66, -0.36], [1.48, -2.18, 0.53], [-0.92, 1.92, 1.35], [-0.16, 2.60, -0.28], [-1.89, 1.73, -0.43], [-3.21, 0.37, 0.06], [-2.84, -0.22, -1.60], [-3.04, -1.52, -0.35], [2.31, 1.46, -0.64], [2.79, 1.09, 1.17], [4.27, -0.42, 0.89]], "lowdin_charge": [-0.029, -0.088, -0.315, -0.001, -0.008, -0.335, -0.094, 0.028, 0.875, 0.117, 0.101, 0.133, 0.118, 0.110, 0.127, 0.138, 0.090, 0.072, 0.053, -0.092]}

=====

Look up the multiplicity of the second one.
1